[1]
{
  "formula": "C2H5FNO",
  "method": "ωB97M-V/def2-TZVPD",
  "species": ["O", "N", "C", "C", "F", "H", "H", "H", "H", "H"],
  "positions_angstrom": [[1.1500, 0.7673, -1.6731], [1.2267, 0.9889, -0.3522], [0.4747, -0.3277, 0.5253], [-0.9164, -0.4060, 0.0088], [-1.7018, -1.4349, 0.5929], [0.5326, 1.7417, -0.1163], [1.0693, -1.2056, 0.3033], [0.5433, -0.0290, 1.5699], [-0.9006, -0.6099, -1.0655], [-1.4778, 0.5154, 0.2069]],
  "atomic_forces_ev_per_a": [[-0.102, -0.184, -0.676], [-0.850, -1.369, 1.679], [0.580, 2.135, -1.074], [0.027, 0.230, -0.290], [-0.163, -0.458, 0.227], [0.160, -0.427, 0.032], [0.139, -0.036, -0.086], [-0.030, -0.061, 0.121], [0.077, 0.209, 0.109], [0.162, -0.039, -0.042]],
  "orbital_gap_ev": 5.892,
  "smiles": "[O-]NCCF",
  "de_lowest_kj_mol": 395.6,
  "lumo_ev": 4.504,
  "total_energy_ha": -308.971504,
  "charge": -1,
  "fmax_ev_per_a": 2.5,
  "e_homo_ev": -1.39
}

***

[2]
{
  "formula": "C12H8F6O3",
  "method": "ωB97M-V/def2-TZVPD",
  "species": ["O", "C", "C", "C", "C", "F", "F", "F", "C", "F", "F", "F", "O", "C", "O", "C", "C", "C", "C", "C", "C", "H", "H", "H", "H", "H", "H", "H", "H"],
  "positions_angstrom": [[1.3846, -2.3012, 0.1018], [1.0085, -1.2579, -0.4075], [0.8395, -1.1492, -1.9016], [0.3147, 0.3186, -2.0694], [1.2662, 1.1669, -2.9510], [1.3456, 0.6185, -4.1752], [0.8106, 2.4545, -3.0374], [2.5383, 1.1264, -2.4614], [-1.1259, 0.2533, -2.6206], [-1.7546, 1.4396, -2.5931], [-1.1760, -0.2075, -3.9109], [-1.8803, -0.5657, -1.8316], [0.2471, 0.9190, -0.7345], [0.8580, 0.0950, 0.2677], [2.1053, 0.7738, 0.4928], [-0.0235, -0.0127, 1.5335], [0.4495, -0.7088, 2.6696], [-0.3565, -0.8706, 3.8011], [-1.6614, -0.3723, 3.8356], [-2.1341, 0.4043, 2.7344], [-1.3113, 0.5697, 1.6156], [1.8066, -1.2479, -2.3667], [0.1812, -1.9825, -2.2364], [1.8702, 1.6926, 0.7744], [1.4109, -1.2602, 2.6055], [0.0346, -1.4430, 4.6197], [-2.2638, -0.5260, 4.7157], [-3.1359, 0.8474, 2.7150], [-1.6481, 1.2261, 0.8147]],
  "atomic_forces_ev_per_a": [[-0.923, 1.769, -0.181], [2.407, -2.288, 0.241], [-1.033, 0.868, 0.197], [-0.046, -0.687, 0.855], [0.068, 0.072, 0.204], [-0.209, 0.552, 0.130], [0.970, -1.439, -0.013], [-1.293, 0.568, -0.167], [-1.059, 0.273, -0.228], [0.464, -0.298, -0.158], [0.120, 0.255, 1.465], [0.760, 0.232, -0.696], [-0.849, -1.070, -1.397], [-0.219, 2.077, 0.525], [-0.584, -0.724, 0.639], [-0.399, 0.219, 0.751], [0.191, -0.497, -0.925], [-0.343, 0.259, -0.828], [0.268, 1.009, -1.213], [0.719, -0.876, 0.555], [0.498, 0.147, -0.071], [0.362, -0.193, -0.080], [0.320, 0.914, -0.014], [0.148, -1.120, -0.277], [-0.639, 0.698, 0.145], [0.036, -0.139, 0.316], [-0.192, -0.011, 0.039], [0.458, -0.204, 0.195], [-0.002, -0.366, -0.009]],
  "orbital_gap_ev": 9.603,
  "smiles": "O=C1CC(C(F)(F)F)(C(F)(F)F)O[C@@]1(O)c1ccccc1",
  "de_lowest_kj_mol": 0.0,
  "lumo_ev": -0.021,
  "total_energy_ha": -1287.009629,
  "charge": 0,
  "fmax_ev_per_a": 3.3,
  "e_homo_ev": -9.62
}

***

[3]
{
  "formula": "C17H23Cl24NO2P",
  "method": "ωB97M-V/def2-TZVPD",
  "species": ["C", "C", "C", "P", "O", "C", "C", "C", "C", "N", "O", "C", "C", "C", "C", "H", "H", "H", "H", "H", "H", "H", "H", "H", "H", "H", "H", "H", "H", "H", "H", "H", "H", "H", "H", "H", "H", "H", "C", "Cl", "Cl", "Cl", "Cl", "C", "Cl", "Cl", "Cl", "Cl", "C", "Cl", "Cl", "Cl", "Cl", "C", "Cl", "Cl", "Cl", "Cl", "C", "Cl", "Cl", "Cl", "Cl", "C", "Cl", "Cl", "Cl", "Cl"],
  "positions_angstrom": [[2.1340, -1.8312, 1.7141], [1.6514, -2.7241, 0.5722], [0.3288, -2.2350, -0.0585], [-0.1599, -3.4355, -1.3398], [-1.1109, -2.9481, -2.3683], [-0.7832, -2.2545, 1.0308], [-1.7188, -1.0381, 1.1176], [-2.2766, -0.9147, 2.5333], [-2.8894, -1.2399, 0.1504], [-0.9458, 0.2048, 0.8357], [-0.3310, 0.6835, 1.8515], [-0.2583, 0.3690, -0.4753], [0.7023, 1.5521, -0.3586], [-1.2717, 0.7328, -1.5867], [0.5913, -0.8911, -0.8008], [2.0550, -0.7723, 1.4614], [3.1780, -2.0411, 1.9514], [1.5514, -1.9845, 2.6200], [1.5178, -3.7475, 0.9467], [2.4198, -2.7834, -0.2040], [1.0656, -3.9217, -1.8478], [-0.6320, -4.5310, -0.6003], [-0.3310, -2.4350, 2.0046], [-1.4421, -3.1122, 0.8569], [-3.0421, -1.6785, 2.6815], [-1.5049, -1.0470, 3.2885], [-2.7275, 0.0657, 2.6837], [-3.5584, -0.3776, 0.1608], [-3.4575, -2.1066, 0.4929], [-2.5682, -1.4456, -0.8705], [1.5456, 1.3419, 0.2968], [1.0899, 1.7626, -1.3578], [0.1854, 2.4372, 0.0115], [-1.1998, 1.7972, -1.8059], [-2.3003, 0.5438, -1.3032], [-1.0688, 0.1803, -2.5042], [1.6326, -0.6302, -0.6123], [0.5158, -1.0555, -1.8778], [4.1621, 3.7473, -2.2698], [5.1208, 5.1389, -1.7514], [2.4555, 4.2017, -2.3392], [4.6974, 3.2236, -3.8664], [4.3688, 2.4323, -1.1114], [-2.6019, -6.8077, 0.6577], [-1.1389, -6.3083, 1.5245], [-2.1614, -7.9336, -0.6261], [-3.7103, -7.5889, 1.7832], [-3.3739, -5.3829, -0.0484], [3.5723, -1.1982, 5.5828], [2.9249, -2.8314, 5.7960], [3.9147, -0.4896, 7.1625], [5.0621, -1.2780, 4.6376], [2.3905, -0.2081, 4.7288], [6.9722, 2.6231, 2.6653], [5.3836, 2.1367, 3.2621], [7.7560, 3.6659, 3.8551], [7.9628, 1.1802, 2.4046], [6.7880, 3.4910, 1.1418], [-2.2828, 5.0965, -3.0394], [-0.5706, 5.1153, -2.5885], [-3.0620, 6.5632, -2.4358], [-2.4342, 5.0309, -4.7928], [-3.0514, 3.6785, -2.3255], [-7.1466, 4.8440, -5.4586], [-5.8150, 5.5958, -4.5792], [-7.9473, 6.0527, -6.4670], [-6.5135, 3.5491, -6.4819], [-8.3085, 4.1710, -4.3114]],
  "atomic_forces_ev_per_a": [[0.061, -0.073, -0.067], [-0.043, -0.092, 0.053], [-0.080, 0.055, 0.085], [-0.067, 0.042, -0.139], [-0.061, 0.029, -0.013], [-0.142, -0.083, -0.147], [-0.128, 0.102, -0.064], [-0.065, -0.089, 0.074], [0.039, 0.078, -0.064], [0.345, -0.239, 0.191], [-0.046, 0.023, -0.046], [-0.093, 0.178, -0.034], [0.086, -0.030, -0.036], [0.016, -0.024, 0.047], [0.012, -0.065, -0.035], [0.017, -0.004, 0.011], [-0.021, -0.024, 0.034], [0.025, 0.000, 0.011], [0.014, 0.006, -0.011], [-0.029, 0.059, -0.024], [0.023, 0.045, -0.027], [0.137, -0.106, 0.039], [0.066, 0.146, -0.012], [0.071, -0.058, 0.133], [0.031, -0.016, 0.005], [0.017, 0.078, -0.026], [-0.045, -0.021, -0.035], [0.006, -0.010, -0.020], [0.012, 0.005, 0.007], [-0.011, -0.030, 0.022], [-0.064, 0.026, 0.075], [-0.002, -0.014, 0.014], [-0.007, 0.002, -0.036], [0.061, -0.074, 0.001], [0.025, 0.006, -0.031], [-0.032, -0.007, 0.017], [0.001, 0.000, -0.003], [0.012, 0.009, 0.007], [-0.005, 0.000, 0.056], [0.007, 0.010, 0.000], [0.121, -0.025, -0.037], [0.000, -0.006, -0.013], [-0.061, -0.055, -0.060], [0.017, 0.060, -0.014], [-0.015, -0.037, 0.074], [0.002, -0.001, -0.008], [-0.009, -0.005, 0.008], [-0.013, -0.005, -0.005], [-0.004, -0.025, -0.017], [-0.002, 0.009, -0.005], [0.001, -0.001, 0.003], [0.035, -0.032, -0.006], [-0.035, 0.110, 0.031], [-0.002, -0.029, 0.030], [-0.044, 0.019, -0.011], [0.003, 0.001, -0.001], [0.004, -0.003, 0.000], [0.059, 0.046, 0.033], [0.009, -0.034, 0.037], [-0.123, 0.069, -0.007], [-0.006, 0.001, 0.005], [0.133, -0.020, -0.052], [-0.123, 0.100, -0.024], [0.003, -0.023, -0.006], [-0.092, 0.040, 0.026], [-0.002, 0.004, -0.003], [-0.002, 0.003, 0.003], [-0.003, -0.002, 0.005]],
  "orbital_gap_ev": [8.136, 9.506],
  "multiplicity": 2,
  "lumo_ev": [0.036, 0.035],
  "total_energy_ha": -12252.621111,
  "charge": 0,
  "fmax_ev_per_a": 0.5,
  "e_homo_ev": [-8.10, -9.47]
}

***

[4]
{
  "formula": "C30H45BrHgN2P2S",
  "method": "ωB97M-V/def2-TZVPD",
  "species": ["N", "C", "C", "C", "C", "C", "C", "Hg", "P", "C", "C", "C", "C", "C", "C", "C", "Br", "H", "H", "H", "H", "H", "H", "H", "H", "H", "H", "P", "C", "C", "H", "H", "H", "H", "H", "C", "C", "H", "H", "H", "H", "H", "C", "C", "H", "H", "H", "H", "H", "C", "C", "H", "H", "H", "H", "H", "C", "C", "H", "H", "H", "H", "H", "C", "C", "H", "H", "H", "H", "H", "S", "C", "N", "C", "C", "C", "C", "H", "H", "H", "H", "H"],
  "positions_angstrom": [[-6.9306, 5.3406, -5.0890], [-6.7022, 5.7982, -3.8471], [-5.7835, 5.2012, -2.9821], [-5.0964, 4.0256, -3.3995], [-5.3771, 3.5456, -4.6874], [-6.3274, 4.2117, -5.4864], [-4.0192, 3.4481, -2.5952], [1.0876, -0.2776, -0.0901], [4.8690, -0.6692, 0.1663], [-3.1680, 2.4599, -3.0045], [-2.0460, 2.0665, -2.2124], [-0.8551, 1.5519, -2.7743], [0.3205, 1.5227, -2.0118], [0.2407, 1.9737, -0.6766], [-0.9628, 2.3119, -0.0577], [-2.1077, 2.3624, -0.8414], [1.4859, 2.0777, 1.2311], [-3.8396, 3.9915, -1.6687], [-3.2545, 2.0597, -4.0110], [-5.5763, 5.7034, -2.0322], [-4.8191, 2.7165, -5.1342], [-7.2816, 6.6872, -3.5418], [-6.6026, 3.8239, -6.4851], [-0.8734, 1.2481, -3.8278], [-3.0507, 2.7003, -0.4096], [1.2074, 1.0180, -2.4464], [-1.0627, 2.5075, 1.0140], [-0.3562, -2.1056, -0.0757], [4.4162, 1.1122, 0.2288], [5.6536, 1.9965, 0.0884], [3.9465, 1.2788, 1.2129], [3.6384, 1.3394, -0.5171], [5.4237, 2.9958, 0.4519], [6.4775, 1.5947, 0.6829], [5.9930, 2.0864, -0.9445], [4.2239, -1.2573, -1.4352], [5.2384, -2.1939, -2.1088], [4.0676, -0.3641, -2.0622], [3.2473, -1.7473, -1.2865], [4.9852, -2.3153, -3.1664], [6.2508, -1.7739, -2.0509], [5.2591, -3.1810, -1.6403], [3.9491, -1.5878, 1.4744], [4.8882, -1.9057, 2.6404], [3.5858, -2.5118, 1.0003], [3.0712, -1.0164, 1.8052], [4.4365, -2.6340, 3.3138], [5.8334, -2.3239, 2.2858], [5.1132, -1.0134, 3.2238], [-0.3723, -2.9900, 1.5080], [-1.3215, -4.1995, 1.5111], [-0.6223, -2.2899, 2.3266], [0.6502, -3.3310, 1.7366], [-2.3390, -3.9261, 1.8326], [-1.3840, -4.6502, 0.5094], [-0.9671, -4.9873, 2.1933], [0.4547, -3.0417, -1.4082], [0.0785, -2.6019, -2.8427], [0.2823, -4.1203, -1.2454], [1.5399, -2.8704, -1.2735], [-0.9272, -2.9430, -3.1200], [0.1340, -1.5117, -2.9844], [0.7796, -3.0554, -3.5555], [-2.0108, -1.6544, -0.7196], [-3.0801, -1.4762, 0.3711], [-2.3757, -2.3928, -1.4699], [-1.9081, -0.6837, -1.2547], [-3.8882, -0.8161, 0.0039], [-3.5434, -2.4398, 0.6402], [-2.6687, -1.0206, 1.2913], [-1.5870, 0.1112, 3.3716], [-0.6413, -0.1993, 4.7079], [-0.8419, -1.4094, 5.3564], [-0.1371, -1.8207, 6.4548], [0.8142, -0.9576, 6.9976], [1.0154, 0.2885, 6.3913], [0.3358, 0.6601, 5.2511], [-1.5391, -2.0255, 4.9415], [-0.3694, -2.8129, 6.8233], [1.3624, -1.2751, 7.8833], [1.7433, 0.9713, 6.8405], [0.5170, 1.5922, 4.7104]],
  "atomic_forces_ev_per_a": [[-0.258, -0.505, 0.337], [0.164, -0.222, -0.357], [0.220, -0.436, -0.175], [-0.342, 0.868, -0.687], [-0.438, 0.294, -0.450], [0.348, 0.140, 0.475], [0.580, -0.347, -0.624], [0.086, 0.778, 1.311], [1.642, -0.074, 0.190], [-1.468, 0.885, -0.416], [0.632, 0.445, 0.368], [-0.476, 0.324, 0.506], [0.943, -0.670, 0.150], [-0.743, 0.448, 1.810], [-1.007, 0.034, -0.215], [0.783, -0.061, 0.263], [-0.283, -0.421, -2.329], [-0.029, -0.282, -0.039], [-0.047, -0.036, 0.177], [-0.054, -0.456, -0.188], [-0.414, 0.180, 0.315], [0.509, -0.490, -0.222], [0.309, 0.371, 0.638], [0.324, 0.099, 0.478], [0.391, -0.322, 0.032], [-0.287, 0.927, 0.187], [0.204, 0.021, -0.546], [-0.437, -0.974, -0.797], [-0.450, -0.298, 0.564], [-0.100, 0.147, -0.034], [0.402, -0.012, -0.341], [0.203, 0.207, 0.032], [0.076, 0.145, -0.053], [-0.101, 0.044, -0.070], [-0.011, -0.110, 0.035], [-0.193, 0.203, -0.261], [-0.209, -0.004, -0.332], [0.006, -0.252, 0.070], [-0.017, -0.065, -0.268], [0.069, -0.142, 0.115], [-0.311, -0.047, 0.038], [0.007, 0.114, 0.001], [-0.310, 0.095, -0.361], [-0.209, -0.147, 0.159], [0.069, 0.060, 0.130], [-0.101, -0.109, 0.252], [-0.036, 0.010, 0.073], [-0.141, 0.094, -0.056], [0.054, 0.045, -0.053], [0.134, -0.222, 0.753], [-0.417, -0.291, -0.183], [-0.022, 0.054, -0.531], [-0.080, 0.241, -0.421], [0.440, -0.037, -0.219], [-0.090, -0.036, 0.303], [0.004, 0.376, -0.239], [0.620, -0.634, -0.167], [-0.094, -0.198, 0.054], [-0.022, 0.353, -0.203], [-0.473, -0.370, 0.035], [0.278, 0.189, 0.087], [-0.046, -0.238, 0.122], [-0.162, 0.095, 0.261], [-0.706, 0.545, -0.089], [-0.356, 0.135, 0.437], [0.639, 0.314, 0.497], [0.194, -0.633, 0.183], [0.427, -0.354, 0.128], [0.237, 0.424, -0.100], [-0.242, -0.210, -0.426], [-0.267, 0.239, -0.988], [-0.032, -0.920, 0.540], [0.753, 0.275, 0.372], [0.593, 1.267, -0.184], [-1.025, -1.413, -0.068], [0.293, 0.550, -0.158], [0.139, -0.171, 0.166], [0.123, 0.310, 0.191], [0.063, 0.180, 0.084], [-0.136, 0.189, -0.287], [-0.234, -0.225, -0.240], [-0.082, -0.279, 0.456]],
  "orbital_gap_ev": 5.235,
  "de_lowest_kj_mol": 0.0,
  "lumo_ev": -7.525,
  "total_energy_ha": -5087.303418,
  "charge": 2,
  "fmax_ev_per_a": 2.4,
  "e_homo_ev": -12.76
}